No. 1
Density functional theory data (wB97M-V/def2-TZVPD) for a 2-piece molecular cluster, C6H14O overall in a non-equilibrium geometry.

## Properties
E_HOMO (spin up / spin down): 0.041 / -0.222 Ha
⟨S²⟩: 0.750
total charge: -1
spin multiplicity: 2

Last column: Löwdin spin population.
Geometry (Å):
C 0.7556 2.7792 1.0896  0.02
C -0.4195 2.1581 0.3876  0.03
C -0.5244 0.6624 0.4746  0.10
C 0.7259 -0.0084 -0.1003  0.03
C 1.5859 -0.5718 0.7568  0.07
C 1.0729 0.1301 -1.5815  0.07
H 0.7659 3.8650 1.2705  0.00
H 0.9330 2.4365 2.1397  0.00
H 1.7024 2.4592 0.6162  0.00
H -0.2129 2.5340 -0.6727  0.00
H -1.3048 2.7315 0.6723  0.01
H -1.3155 0.5131 -0.2718  0.06
H -0.9648 0.1215 1.3279  0.05
H 2.4711 -1.1074 0.3271  0.01
H 1.3756 -0.5728 1.8153  0.02
H 0.6654 -0.7681 -2.0922  0.04
H 2.1546 0.0428 -1.5865  0.01
H 0.7380 1.0459 -2.0369  0.01
H -2.9354 -4.5752 0.0313  0.08
H -2.5798 -3.5499 -1.0087  0.11
O -2.5575 -4.5207 -0.8591  0.28

---

No. 2
Density functional theory data (wB97M-V/def2-TZVPD) for a 2-piece molecular cluster, C6H14O overall in a non-equilibrium geometry.

## Properties
E_HOMO: -0.345 Ha
SMILES string: C=CCCCC.O
total charge: 0

Last column: Löwdin charge in e.
Geometry (Å):
C -1.0757 -0.4506 -2.0828  0.00
C -0.7007 -1.2444 -1.0555  -0.21
C 0.3668 -1.1287 -0.0742  -0.25
C 0.3761 -0.5737 1.3922  -0.22
C -0.8316 -0.8459 2.4374  -0.24
C -1.0016 -2.4095 2.3896  -0.10
H -0.4667 0.4666 -2.2849  0.07
H -1.9299 -0.5554 -2.6952  0.03
H -1.1790 -2.2520 -1.2056  0.11
H 1.2110 -0.6619 -0.5673  0.11
H 0.7382 -2.1084 0.2161  0.10
H 0.3477 0.5689 1.5050  0.11
H 1.3725 -0.8598 1.7905  0.10
H -0.3089 -0.4767 3.4375  0.12
H -1.7161 -0.2057 2.3172  0.09
H -1.7286 -2.6876 3.0843  0.04
H -1.0896 -2.4820 1.2741  0.06
H 0.0280 -2.8132 2.6507  0.09
O 2.2675 5.4507 -2.7119  -0.12
H 2.4387 4.5197 -2.9663  0.04
H 1.3428 5.8584 -2.9010  0.09